{"formula": "C37H41FN9OPbS4", "method": "wB97M-V/def2-TZVPD", "species": ["Pb", "S", "S", "S", "S", "F", "O", "N", "N", "N", "N", "N", "N", "N", "N", "N", "C", "C", "C", "C", "C", "C", "C", "C", "C", "C", "C", "C", "C", "C", "C", "C", "C", "C", "C", "C", "C", "C", "C", "C", "C", "C", "C", "C", "C", "C", "C", "C", "C", "C", "C", "C", "C", "H", "H", "H", "H", "H", "H", "H", "H", "H", "H", "H", "H", "H", "H", "H", "H", "H", "H", "H", "H", "H", "H", "H", "H", "H", "H", "H", "H", "H", "H", "H", "H", "H", "H", "H", "H", "H", "H", "H", "H", "H"], "positions_angstrom": [[-0.77452, 0.15443, 0.27913], [2.63101, -1.06373, -2.84760], [-3.74387, 0.91301, -0.31987], [-1.47290, 2.21447, -2.24468], [-0.74362, -2.46280, 0.89224], [4.50045, -7.18756, -0.45728], [-0.59757, -1.10190, -2.76206], [2.75229, 3.27941, -0.11712], [4.39089, 1.08438, -3.39523], [-0.86149, 2.18853, 1.91166], [-2.88041, 1.07045, -4.15717], [-4.08573, -0.69128, -2.38534], [0.97940, -1.28037, 2.79349], [0.46442, -0.19167, 2.45588], [0.85348, -3.57072, 2.70840], [1.62705, 1.07835, -0.13117], [-3.36610, -5.59754, -1.64073], [3.67440, 0.19205, -3.17072], [-0.40098, -2.50808, -2.83215], [4.02716, -3.85532, 0.86955], [2.14388, 2.11056, -0.15676], [-0.83955, 1.01465, -5.57288], [4.64192, -5.06115, 0.54858], [0.65198, 0.89260, 3.25010], [-3.89884, 0.13164, -4.61215], [-3.24289, -3.31662, -0.89499], [0.00980, 2.10642, 2.95632], [-4.39727, -3.01118, -1.60950], [-1.46509, 3.34778, 1.63426], [-5.03716, -4.01175, -2.33123], [2.05291, -2.28589, 0.85600], [0.21629, -0.89781, -6.59974], [2.36175, 4.20610, 0.94015], [-2.72753, -4.60275, -0.90988], [2.71285, -3.58930, 0.50625], [-2.65708, 1.23800, -2.84865], [1.56349, 0.82425, -5.60719], [-2.08685, 1.76701, -5.17154], [-1.27305, 4.50824, 2.35111], [0.41504, 1.52020, -5.26006], [1.46459, -0.38751, -6.27313], [2.60799, -5.78165, -0.53054], [0.25583, 3.27577, 3.73580], [-0.92881, -0.19761, -6.25225], [-3.55138, 0.42970, -1.89375], [-4.91193, -1.59592, -1.57979], [-3.79497, -1.09983, -3.75810], [-4.52434, -5.30298, -2.34777], [3.36642, 3.82705, -1.32006], [3.91390, -6.00241, -0.14240], [0.83558, -2.39818, 1.84738], [-0.37948, 4.44730, 3.43330], [2.01840, -4.56996, -0.20337], [1.64466, 4.94332, 0.56744], [-5.02756, -6.07651, -2.91406], [-2.78707, -1.51971, -3.82360], [1.72455, -1.81014, -0.06915], [4.58768, -3.09942, 1.40657], [2.78518, -1.61195, 1.30566], [0.95344, 3.21385, 4.56180], [0.99600, -4.36967, -0.50579], [-3.71923, -0.10437, -5.65646], [0.28530, -0.70352, -2.87081], [0.35839, -2.84326, -2.12210], [3.67562, 3.02143, -1.98373], [5.66840, -5.26741, 0.82090], [1.90378, 3.65818, 1.76130], [1.71546, -3.57343, 3.24580], [2.07337, -6.54404, -1.08150], [-2.96301, -6.60210, -1.65671], [0.82295, -4.41248, 2.14640], [-5.94153, -1.54002, -1.94579], [0.49129, 2.44767, -4.70526], [-0.18376, 5.33366, 4.02676], [3.24955, 4.72368, 1.30579], [-5.94805, -3.78291, -2.87496], [-4.89189, -1.21759, -0.56178], [-1.82244, 2.74260, -4.76932], [-4.89721, 0.57586, -4.52789], [-1.82811, -4.81445, -0.34532], [2.53599, 1.20855, -5.32758], [-0.10516, -2.81032, -3.84195], [2.67025, 4.49114, -1.84125], [1.27864, 0.79469, 4.12770], [-2.13659, 3.32277, 0.78059], [-2.73738, 1.91282, -6.03684], [0.13185, -1.84733, -7.11386], [-1.34180, -2.99096, -2.56917], [-2.73909, -2.54898, -0.31664], [4.24909, 4.39578, -1.02616], [-4.51749, -1.85678, -4.05678], [-1.79852, 5.41551, 2.08993], [-1.89471, -0.60767, -6.52323], [2.36233, -0.94349, -6.50755]], "charge": -1, "mol_weight_g_mol": 982.26, "e_tot_ev": -105800.6611, "spin_multiplicity": 1, "de_lowest_kj_mol": 12.7}